C17H18F6LiN2O5S2Si | ωB97M-V/def2-TZVPD

Element x y z (Å)
Li (-0.4575, 0.3289, -0.0668)
C (-3.4067, -2.6204, -1.7665)
Si (-2.2577, -2.2269, -0.3176)
C (-1.9608, -3.8469, 0.6108)
C (-3.1810, -1.0668, 0.8363)
N (-0.8342, -1.4200, -0.7657)
C (0.1690, -1.8596, -1.5523)
C (0.2279, -3.0971, -2.2405)
C (1.2941, -3.4497, -3.0508)
C (2.3704, -2.5927, -3.2369)
C (2.3604, -1.3646, -2.5792)
C (1.3071, -1.0365, -1.7580)
O (1.2522, 0.2105, -1.1117)
C (2.3724, 0.7179, -0.4950)
C (2.4827, 2.1000, -0.4533)
C (3.5475, 2.6762, 0.2221)
C (4.4955, 1.8811, 0.8501)
C (4.3676, 0.4996, 0.8023)
C (3.3077, -0.0936, 0.1327)
H (-4.3361, -3.0873, -1.4287)
H (-2.9339, -3.2933, -2.4858)
H (-3.6620, -1.7002, -2.2978)
H (-2.9012, -4.2985, 0.9392)
H (-1.3447, -3.6645, 1.4945)
H (-1.4365, -4.5765, -0.0110)
H (-4.1425, -1.4757, 1.1563)
H (-3.3723, -0.1109, 0.3400)
H (-2.5930, -0.8642, 1.7361)
H (-0.6025, -3.7830, -2.1206)
H (1.2831, -4.4117, -3.5513)
H (3.1984, -2.8619, -3.8791)
H (3.1820, -0.6684, -2.6995)
H (1.7203, 2.7039, -0.9288)
H (3.6224, 3.7551, 0.2691)
H (5.3209, 2.3339, 1.3840)
H (5.0930, -0.1306, 1.3019)
H (3.1982, -1.1687, 0.1030)
F (0.3882, 3.6351, 4.2917)
C (0.8105, 2.7509, 3.3848)
F (1.3884, 3.4144, 2.3870)
F (1.7197, 1.9595, 3.9562)
S (-0.6012, 1.7374, 2.7689)
O (0.0314, 0.8182, 1.8478)
O (-1.2088, 1.2168, 3.9499)
N (-1.5465, 2.7928, 2.0925)
S (-1.4715, 3.2331, 0.5786)
O (-0.6966, 4.4124, 0.3402)
O (-1.3362, 2.1488, -0.3746)
C (-3.2292, 3.7566, 0.3970)
F (-3.4141, 4.1813, -0.8577)
F (-4.0637, 2.7487, 0.6290)
F (-3.5204, 4.7571, 1.2269)

Values from the calculation:
* net charge: -1
* energy: -77202.6282 eV
* energy above the lowest of the compared OMol25 structures with the same formula, charge and spin: 0.0000 eV
* largest force on an atom: 0.28 eV/Å

C6H11N | ωB97M-V/def2-TZVPD

Element x y z (Å)
C (-1.9658, -0.5167, -2.2019)
C (-0.7291, -0.8608, -1.8606)
C (0.0638, -0.1496, -0.8301)
N (1.3784, 0.1037, -1.1834)
C (-0.4786, 0.1743, 0.3452)
C (0.2541, 0.9061, 1.4325)
C (0.9410, -0.0752, 2.4213)
H (-2.5581, -0.9187, -3.0153)
H (-2.3677, 0.4064, -1.8002)
H (-0.3143, -1.7994, -2.2145)
H (2.0275, 0.3682, -0.4630)
H (1.6026, 0.4033, -2.1151)
H (-1.4455, -0.2498, 0.5789)
H (0.9568, 1.6416, 1.0302)
H (-0.4776, 1.5406, 1.9383)
H (0.2172, -0.8872, 2.5435)
H (1.8632, -0.4454, 1.9788)
H (1.0320, 0.3585, 3.4153)

Values from the calculation:
* net charge: 0
* energy: -7889.2706 eV
* energy above the lowest of the compared OMol25 structures with the same formula, charge and spin: 1.2608 eV
* largest force on an atom: 1.48 eV/Å

C24H31Cl2N7O6 | ωB97M-V/def2-TZVPD

Element x y z (Å)
C (4.7905, 36.2016, -0.3733)
N (4.1310, 35.5109, 0.7108)
O (4.7584, 34.6433, 1.3207)
O (3.0119, 35.8609, 1.0368)
H (5.1547, 37.0816, 0.1567)
H (3.9406, 36.4117, -1.0226)
H (5.5879, 35.6250, -0.8423)
C (6.8004, 30.5555, 2.5621)
N (5.8267, 31.3667, 1.7743)
O (6.1827, 32.0640, 0.8975)
O (4.6579, 31.3113, 2.1810)
H (6.9331, 31.1644, 3.4564)
H (7.6653, 30.4185, 1.9131)
H (6.2713, 29.6064, 2.6488)
C (1.9627, 37.8584, 3.4774)
N (3.1905, 38.6758, 3.5957)
O (4.0808, 38.3703, 4.4036)
O (3.2794, 39.5349, 2.7095)
H (1.5772, 37.7917, 4.4947)
H (2.1491, 36.8348, 3.1526)
H (1.2442, 38.4127, 2.8736)
C (-0.6028, 34.4300, 1.7264)
C (-0.3757, 35.3647, 0.7579)
C (-0.8851, 36.6446, 0.9567)
N (-1.5597, 36.9964, 2.0630)
C (-1.7228, 36.1323, 3.0425)
C (-1.2480, 34.7948, 2.9239)
H (-0.2502, 33.4110, 1.6640)
H (0.0867, 35.1238, -0.1879)
H (-0.6529, 37.4653, 0.2942)
H (-2.0826, 36.5598, 3.9667)
H (-1.4009, 34.1008, 3.7371)
C (-0.7072, 34.8028, 6.6858)
C (-1.7556, 34.2553, 7.4857)
C (-2.8077, 35.0049, 7.9364)
N (-2.7933, 36.3358, 7.6971)
C (-1.8161, 36.8749, 7.0110)
C (-0.7366, 36.1528, 6.4969)
H (0.1095, 34.2783, 6.2121)
H (-1.6946, 33.1840, 7.6082)
H (-3.5923, 34.5484, 8.5216)
H (-1.9092, 37.9345, 7.1980)
H (0.0917, 36.6065, 5.9731)
C (3.4054, 37.5104, 9.8748)
C (2.3586, 38.4373, 9.8722)
C (1.7305, 38.7938, 8.7331)
N (2.0121, 38.1750, 7.5424)
C (3.0666, 37.3611, 7.5286)
C (3.7316, 36.9264, 8.6519)
H (3.8575, 37.1461, 10.7854)
H (2.0846, 38.9115, 10.8030)
H (0.8655, 39.4297, 8.8506)
H (3.2553, 36.8997, 6.5706)
H (4.6364, 36.3367, 8.6522)
C (6.6206, 33.9815, 7.3660)
C (5.7288, 34.4813, 6.3593)
C (6.2149, 35.1303, 5.2496)
N (7.6183, 35.2451, 5.1679)
C (8.4382, 34.9781, 6.2038)
C (7.9636, 34.2741, 7.3272)
H (6.2961, 33.4503, 8.2485)
H (4.6677, 34.3253, 6.4857)
H (5.6708, 35.4985, 4.3923)
H (9.4311, 35.3880, 6.0918)
H (8.6225, 34.0600, 8.1556)
Cl (1.7311, 32.0871, 4.1429)
C (2.4991, 33.6081, 3.6915)
Cl (2.4168, 34.8199, 5.0415)
H (3.5477, 33.4529, 3.4377)
H (2.1804, 33.9704, 2.7142)

Values from the calculation:
* net charge: 0
* energy: -73140.4166 eV
* energy above the lowest of the compared OMol25 structures with the same formula, charge and spin: 1.7171 eV
* largest force on an atom: 4.27 eV/Å

C4H16NO6 | ωB97M-V/def2-TZVPD

Element x y z (Å)
O (0.5327, -1.2028, 0.3395)
C (0.1820, -0.1881, -0.3170)
N (0.8798, 0.9406, -0.2655)
C (0.3870, 2.5185, -0.2526)
O (0.2834, 2.9559, 0.9489)
C (-1.1356, -0.2463, -1.0364)
C (-2.2207, -0.0645, 0.0193)
H (1.6736, 0.8440, 0.3565)
H (-0.5313, 2.4380, -0.8814)
H (1.1760, 2.9755, -0.8912)
H (-1.1475, 0.5221, -1.8195)
H (-1.2484, -1.1208, -1.6730)
H (-3.2158, 0.0443, -0.4297)
H (-2.0158, 0.8880, 0.4989)
H (-2.2729, -0.9032, 0.7136)
H (2.1565, -1.6219, -2.5285)
H (1.8679, -0.2323, -3.1701)
O (1.9165, -1.1709, -3.3637)
H (0.3662, -1.4942, 2.6254)
H (-0.4909, -2.4972, 1.8908)
O (-0.4008, -2.0615, 2.7426)
H (-1.7299, 0.6498, 2.9817)
H (-1.1159, 2.0193, 2.4747)
O (-1.8904, 1.5966, 2.8882)
H (2.4347, -2.4806, -0.2037)
H (2.7715, -1.0930, -0.6783)
O (2.7882, -2.0155, -0.9692)

Values from the calculation:
* net charge: -1
* energy: -18184.2246 eV
* energy above the lowest of the compared OMol25 structures with the same formula, charge and spin: 0.8771 eV
* largest force on an atom: 1.39 eV/Å

C2H11N2O2 | ωB97M-V/def2-TZVPD

Element x y z (Å)
C (0.5904, -1.3737, 0.4877)
N (0.0723, -0.0369, 0.9594)
C (-0.7839, -0.1321, 1.9622)
N (-1.1402, 0.9469, 2.6882)
H (1.4778, -1.5548, 1.0721)
H (-0.2485, -2.0597, 0.6554)
H (0.6056, -1.4485, -0.5945)
H (-0.0589, 0.8774, 0.5091)
H (-1.4518, -0.9902, 1.9135)
H (-0.9800, 1.8462, 2.2813)
H (-1.2657, 0.7808, 3.6738)
H (0.7397, -0.1659, -3.6976)
H (2.2561, 0.0758, -3.4958)
O (1.4813, -0.3715, -3.1191)
H (-1.1188, 1.2857, -2.0462)
H (0.2395, 0.8565, -1.8268)
O (-0.4151, 1.4640, -1.4227)

Values from the calculation:
* net charge: +1
* energy: -9320.2542 eV
* energy above the lowest of the compared OMol25 structures with the same formula, charge and spin: 2.0522 eV
* largest force on an atom: 2.40 eV/Å

C5H6N2O2 | ωB97M-V/def2-TZVPD

Element x y z (Å)
C (-0.5292, -1.2063, 0.7790)
C (1.0268, -1.2646, 0.5289)
C (1.1294, 0.6075, -0.9882)
C (-1.2996, 0.9990, -0.2091)
C (-0.2814, 0.2720, 0.8646)
H (1.5227, -1.9213, -0.2022)
H (1.5014, -1.4655, 1.3956)
H (2.1351, 0.7970, -1.4955)
H (-2.2804, 0.6114, -0.1960)
H (-1.1070, 2.0604, -0.1060)
H (-0.6387, 0.6752, 2.0079)
N (1.0404, 0.2193, 0.3135)
N (0.2940, 0.7548, -1.9152)
O (-1.5243, -1.8625, 0.9197)
O (-0.9893, 0.7236, -1.6970)

Values from the calculation:
* net charge: 0
* energy: -12352.0870 eV
* energy above the lowest of the compared OMol25 structures with the same formula, charge and spin: 5.5340 eV
* largest force on an atom: 6.23 eV/Å

HOMO-LUMO gap / eV: 7.0; 9.0; 9.1; 7.6; 10.5; 9.4